A molecular structure, C28H17F8N8O2S3V, computed with ωB97M-V/def2-TZVPD.

Its HOMO energy (spin up / spin down) is -10.75 / -11.03 eV. The calculation puts the electronic energy at -4602.9501 a.u. The HOMO-LUMO gap (spin up / spin down) is 5.317 / 6.598 eV.

```
! wB97M-V def2-TZVPD RIJCOSX def2/J DEFGRID3
* xyz 1 2
V 0.6057 0.2646 0.0935
F 5.3734 -0.7808 3.9478
C 4.7276 -0.5371 2.8139
F 4.9430 -1.5352 1.9675
F 5.2935 0.5672 2.3122
C 3.2652 -0.2949 2.9440
C 2.7720 -0.0656 4.1910
C 1.3786 0.0727 4.3604
C 0.6240 -0.0782 3.2464
N 1.1596 -0.1367 2.0272
C 2.4604 -0.3443 1.8199
S 2.9070 -0.5464 0.2377
H 3.4920 0.0339 5.0225
H 0.9001 0.1792 5.2911
H -0.4139 -0.0084 3.2440
O 0.5661 0.5032 -4.1992
S 0.9893 -0.2189 -3.0208
O 2.2579 0.0377 -2.4302
N -0.0112 0.1640 -1.7104
C -1.3909 0.3024 -1.8702
C -2.0341 0.0890 -3.0899
C -3.4600 0.2825 -3.1451
C -4.1600 0.7348 -2.0458
C -3.4999 0.9543 -0.8285
C -4.1669 1.3843 0.3374
C -3.5133 1.5445 1.5108
C -2.1343 1.2164 1.5555
N -1.4675 0.8404 0.4647
C -2.1302 0.7652 -0.7423
C 1.0035 -1.9621 -3.2906
C 0.4146 -2.5452 -4.4262
C 0.2822 -3.9122 -4.5084
C 0.7129 -4.7086 -3.4943
C 1.2123 -4.1683 -2.2949
C 1.3356 -2.7961 -2.2106
H -1.4692 -0.1696 -3.9860
H -3.9783 0.0612 -4.0675
H -5.2427 0.8348 -2.1620
H -5.1769 1.7206 0.2056
H -3.9778 1.9322 2.3741
H -1.5511 1.3382 2.4245
H 0.1074 -1.9098 -5.2160
H -0.0646 -4.3359 -5.4114
H 0.7780 -5.7965 -3.5928
H 1.6223 -4.8523 -1.5463
H 1.8891 -2.3471 -1.3817
F -0.5989 7.3016 2.2793
C -0.2704 6.1584 1.6257
C -0.2497 5.0202 2.4016
F -0.5676 5.0320 3.6827
C 0.2662 3.8801 1.7167
F 0.3505 2.7524 2.5173
C 0.7157 3.8364 0.4291
S 1.6076 2.4807 -0.2930
C 0.6180 4.9805 -0.2690
F 1.0950 5.0819 -1.5072
C 0.1238 6.1459 0.3143
F 0.1343 7.3498 -0.3786
N -2.3555 -4.3137 0.7232
N -1.1449 -3.5651 0.5648
N 0.0414 -4.0477 0.7705
C 0.8232 -2.9581 0.7089
N 0.0729 -1.8908 0.4014
N -1.1735 -2.2414 0.3075
H -2.2791 -4.8554 1.5902
H -2.3320 -4.9539 -0.0872
H 1.8925 -2.9665 0.7814
*
```